# 1
Molecular formula: C18H10ClF7NO3RuTe
Method: DFT, the ωB97M-V functional and the def2-TZVPD basis

Calculated values
Frontier orbital gap (alpha / beta) ... 6.3 / 6.3 eV
HOMO (alpha / beta) ... -12.119 / -12.108 eV
Net charge ... +1
Energy above the lowest of the compared OMol25 structures with the same formula, charge and spin ... 15.83 kJ/mol
DFT total energy ... -67873.587 eV

```
42
Properties=species:S:1:pos:R:3:forces:R:3
Te -2.97177 -1.25256 0.09697 0.06 0.37 0.34
Ru -0.16098 -0.11624 -0.05660 -1.60 -1.02 -0.10
Cl -2.87821 6.31688 1.44812 0.10 -0.19 -0.01
F -0.16143 -1.87710 -5.03295 -0.04 0.01 -0.05
F -2.62704 -0.34059 1.67592 -0.12 0.12 0.21
F 2.73570 -3.94964 -2.03230 0.03 -0.03 0.00
F -3.66084 -2.54911 1.18103 0.02 -0.23 -0.06
F -3.20609 -2.40268 -1.30672 -0.01 -0.01 -0.19
F -4.61428 -0.48147 -0.06794 -0.16 0.04 -0.18
F -1.20448 -2.03692 0.41555 0.18 0.05 0.17
O -0.10429 1.14267 1.39733 -0.11 0.46 0.46
O -2.01816 0.02025 -0.84413 -0.13 -0.26 0.24
O 0.09670 1.42677 -1.23075 0.17 0.73 -0.54
N 1.57447 -0.89639 0.71124 0.36 0.28 0.18
C 1.84478 -2.98695 -2.28877 -0.01 0.03 -0.02
C -2.05996 4.79229 1.38231 -0.15 0.21 0.26
C 0.37375 -1.92905 -3.81658 0.03 -0.05 0.02
C 3.64260 -2.33420 1.80463 0.03 -0.03 0.02
C -1.82801 4.08213 2.57161 0.02 -0.07 0.11
C 2.05064 -0.56967 1.92313 0.00 -0.21 -0.05
C 0.55846 -1.09608 -1.61845 0.56 0.14 -0.25
C -0.97216 3.02016 0.18171 -0.43 0.50 0.12
C -1.15992 2.87723 2.57622 -0.08 0.17 0.24
C 0.00476 -0.97826 -2.88217 0.02 -0.02 0.10
C -1.62996 4.28108 0.19864 0.22 -0.38 -0.25
C -0.46727 2.53264 -1.02952 0.45 -0.21 -0.55
C 3.09231 -1.26469 2.49619 -0.01 0.03 0.03
C 3.15575 -2.67094 0.55585 0.00 -0.02 -0.01
C -0.73910 2.32179 1.37303 0.50 -0.51 -0.17
C 2.12053 -1.92255 0.01291 0.05 0.13 0.11
C 1.52740 -2.05743 -1.30596 -0.07 -0.02 -0.15
C 1.27813 -2.94253 -3.54391 0.00 -0.01 -0.02
H 3.46105 -0.96822 3.46693 0.00 -0.01 0.00
H 4.45507 -2.90340 2.23582 0.00 0.00 0.00
H -0.71949 -0.21745 -3.13269 0.00 0.00 -0.02
H -2.18273 4.50026 3.50467 0.01 0.00 0.00
H -0.51750 3.17842 -1.90875 0.05 0.01 0.00
H 1.54282 -3.67201 -4.29625 0.00 0.01 -0.01
H 3.57106 -3.49537 -0.00041 0.00 0.01 0.00
H -1.78595 4.82368 -0.72478 0.01 -0.03 -0.02
H 1.56676 0.25951 2.41487 0.03 0.00 0.01
H -0.98311 2.33577 3.49493 -0.01 0.03 0.01
```
Positions in Å, forces in eV/Å.

=====

# 2
Molecular formula: C5H7BeO3
Method: DFT, the ωB97M-V functional and the def2-TZVPD basis

Calculated values
⟨S²⟩ ... 0.75
Frontier orbital gap (alpha / beta) ... 8.1 / 6.1 eV
2S+1 ... 2
HOMO (alpha / beta) ... -17.711 / -17.710 eV
Net charge ... +2
Energy above the lowest of the compared OMol25 structures with the same formula, charge and spin ... 0.00 kJ/mol
DFT total energy ... -11817.832 eV

```
16
Properties=species:S:1:pos:R:3:forces:R:3
O -1.08579 -1.41119 -0.48881 0.85 -0.47 -0.72
O -0.11989 0.53737 -1.73188 0.01 -0.71 -1.01
O 0.67974 -0.10482 0.15100 1.31 -0.56 0.97
C -0.76131 0.38336 -2.73297 -0.33 -0.23 -1.27
C 0.43811 0.09572 1.62030 0.17 -0.09 -0.11
C -0.15283 -0.72030 -0.54033 -2.09 2.21 1.31
C 1.70595 0.64219 2.20122 0.17 0.11 0.30
C -1.38299 0.20076 -3.84608 -0.04 0.23 0.46
Be -1.86263 -2.08837 3.15634 -0.21 -0.21 0.18
H -0.41219 0.78349 1.68194 0.15 -0.11 -0.09
H 1.64246 0.51845 3.29074 0.08 0.20 -0.19
H 1.82218 1.70682 1.96589 0.00 -0.31 0.06
H -1.05376 -0.59745 -4.51610 0.08 0.35 0.01
H -2.22296 0.85358 -4.09800 0.03 -0.34 0.09
H 2.58793 0.08746 1.85923 -0.28 0.08 0.05
H 0.17798 -0.88706 2.02750 0.08 -0.15 -0.03
```
Positions in Å, forces in eV/Å.